[1]
ORCA calculation (the ωB97M-V functional and the def2-TZVPD basis) on a structure of composition C30H25F5N5O2Ti at a distorted geometry.

Geometry (Å):
Ti (-0.214, 0.397, 0.095)
C (-1.384, -2.464, 0.081)
N (-0.018, -1.861, 0.004)
C (0.675, -2.231, -1.255)
C (0.282, -1.306, -2.381)
C (0.262, -1.724, -3.699)
C (-0.042, -0.802, -4.689)
C (-0.329, 0.507, -4.337)
C (-0.310, 0.846, -2.998)
N (-0.005, -0.040, -2.038)
C (0.777, -2.224, 1.208)
C (0.206, -1.516, 2.418)
C (0.399, -1.968, 3.711)
C (-0.234, -1.298, 4.746)
C (-1.055, -0.216, 4.458)
C (-1.174, 0.186, 3.143)
N (-0.532, -0.436, 2.147)
C (-2.534, -1.489, -0.040)
C (-3.829, -1.977, -0.005)
C (-4.881, -1.088, -0.140)
C (-4.604, 0.262, -0.304)
C (-3.288, 0.673, -0.308)
N (-2.263, -0.188, -0.172)
H (-1.478, -3.213, -0.708)
H (-1.474, -2.999, 1.028)
H (1.748, -2.139, -1.085)
H (0.469, -3.270, -1.520)
H (0.482, -2.754, -3.943)
H (-0.063, -1.104, -5.728)
H (-0.576, 1.258, -5.072)
H (-0.546, 1.846, -2.658)
H (0.757, -3.305, 1.377)
H (1.813, -1.936, 1.029)
H (1.010, -2.840, 3.903)
H (-0.111, -1.629, 5.769)
H (-1.593, 0.308, 5.235)
H (-1.792, 1.031, 2.862)
H (-4.001, -3.039, 0.117)
H (-5.903, -1.444, -0.120)
H (-5.389, 0.995, -0.417)
H (-3.015, 1.715, -0.403)
O (2.092, 0.201, -0.187)
C (3.136, 0.626, 0.715)
C (2.629, 1.660, 1.684)
C (3.519, 2.405, 2.447)
C (3.010, 3.349, 3.319)
C (1.632, 3.521, 3.392)
C (0.830, 2.730, 2.596)
N (1.312, 1.803, 1.758)
H (2.163, 0.740, -0.987)
H (3.969, 1.009, 0.126)
H (3.486, -0.267, 1.235)
H (4.586, 2.257, 2.347)
H (3.674, 3.952, 3.923)
H (1.188, 4.259, 4.044)
H (-0.247, 2.848, 2.612)
F (0.668, 7.458, -0.475)
C (0.346, 6.179, -0.409)
C (1.227, 5.215, -0.875)
F (2.397, 5.571, -1.384)
C (0.883, 3.875, -0.801)
F (1.763, 2.955, -1.244)
C (-0.333, 3.473, -0.270)
O (-0.638, 2.169, -0.178)
C (-1.203, 4.446, 0.196)
F (-2.370, 4.082, 0.736)
C (-0.873, 5.790, 0.132)
F (-1.713, 6.697, 0.596)

## Properties
HOMO-LUMO gap (alpha / beta) (eV): 8.08 / 8.16
Charge: +2
LUMO level (alpha / beta) (eV): -5.440 / -5.581
Multiplicity: 2
Energy above the lowest of the compared OMol25 structures with the same formula, charge and spin (kcal/mol): 4.7
Largest force on an atom (eV/A): 1.14

Results of the natural (NBO) charge analysis, in e, for atoms 1 through 4: number 1, Ti, carries 1.75; number 2, C, carries -0.26; number 3, N, carries -0.50; number 4, C, carries -0.25

***

[2]
ORCA calculation (the ωB97M-V functional and the def2-TZVPD basis) on a cluster of 6 separate species, C14H29NO10 in total at a distorted geometry.

Geometry (Å):
O (-0.220, -1.142, -0.037)
H (-0.165, -1.094, -1.043)
H (0.623, -1.539, 0.360)
H (-0.322, -0.217, 0.290)
C (0.619, -1.254, -4.990)
C (1.732, -1.268, -5.900)
C (3.063, -1.889, -5.363)
O (4.063, -2.018, -6.082)
C (2.998, -2.476, -4.041)
C (1.890, -2.339, -3.165)
C (0.648, -1.663, -3.679)
O (-0.293, -1.270, -2.892)
O (1.920, -2.942, -2.067)
O (1.650, -0.718, -7.000)
H (-0.220, -0.647, -5.314)
H (3.902, -2.988, -3.742)
C (0.567, -3.005, 3.367)
C (1.550, -2.063, 2.675)
O (1.828, -2.510, 1.389)
H (0.605, -2.796, 4.450)
H (0.851, -4.046, 3.235)
H (-0.459, -2.760, 3.083)
H (2.461, -1.921, 3.287)
H (1.136, -1.037, 2.553)
O (3.497, 0.160, 1.164)
H (2.778, -0.453, 1.402)
H (3.046, 0.911, 0.766)
O (-2.761, 0.931, -0.910)
H (-2.647, 0.890, -1.869)
H (-3.131, 0.070, -0.675)
C (-5.086, 1.799, 3.587)
O (-3.955, 1.174, 3.015)
C (-2.756, 1.901, 3.075)
C (-1.572, 0.996, 2.648)
N (-1.135, 1.216, 1.264)
C (-0.255, 2.343, 1.043)
C (0.271, 2.432, -0.410)
O (1.074, 1.293, -0.624)
C (1.856, 1.341, -1.777)
H (-5.910, 1.181, 3.228)
H (-5.224, 2.826, 3.244)
H (-5.094, 1.723, 4.678)
H (-2.579, 2.290, 4.087)
H (-2.756, 2.782, 2.420)
H (-1.742, -0.077, 2.724)
H (-0.797, 1.225, 3.380)
H (-1.892, 1.163, 0.572)
H (0.612, 2.270, 1.699)
H (-0.760, 3.314, 1.165)
H (0.871, 3.334, -0.576)
H (-0.575, 2.546, -1.098)
H (2.252, 0.376, -2.096)
H (2.670, 2.075, -1.819)
H (1.272, 1.570, -2.682)

## Properties
HOMO-LUMO gap (eV): 3.88
Charge: -2
LUMO level (eV): 3.597
Multiplicity: 1
Energy above the lowest of the compared OMol25 structures with the same formula, charge and spin (kcal/mol): 54.2
Largest force on an atom (eV/A): 2.90

Results of the natural (NBO) charge analysis, in e, for atoms 1 through 4: number 1, O, carries -0.87; number 2, H, carries 0.57; number 3, H, carries 0.57; number 4, H, carries 0.53

***

[3]
ORCA calculation (the ωB97M-V functional and the def2-TZVPD basis) on a cluster of 8 separate species, C17H35Br14NO in total at a distorted geometry.

Geometry (Å):
C (-0.988, -4.264, -0.889)
N (-0.007, -4.477, -1.922)
C (0.612, -3.367, -2.569)
C (0.427, -5.736, -2.177)
O (1.299, -6.035, -2.964)
H (-1.016, -5.094, -0.187)
H (-2.003, -4.171, -1.305)
H (-0.829, -3.316, -0.385)
H (1.534, -3.744, -3.022)
H (0.033, -2.911, -3.374)
H (0.941, -2.591, -1.873)
H (-0.082, -6.469, -1.528)
Br (2.165, -3.999, 0.791)
C (3.356, -2.869, -0.267)
C (4.377, -2.146, 0.588)
Br (5.517, -1.179, -0.669)
H (2.747, -2.155, -0.809)
H (3.845, -3.549, -0.956)
H (5.012, -2.782, 1.191)
H (3.921, -1.367, 1.192)
Br (0.065, 7.120, -1.867)
C (1.906, 6.742, -1.305)
C (1.836, 5.759, -0.150)
Br (3.603, 5.444, 0.567)
H (2.307, 7.708, -1.027)
H (2.408, 6.278, -2.145)
H (1.490, 4.794, -0.516)
H (1.152, 6.052, 0.640)
Br (-0.243, -2.890, 4.320)
C (-2.159, -2.891, 4.062)
C (-2.698, -1.791, 3.220)
Br (-1.733, -1.539, 1.543)
H (-2.597, -2.863, 5.056)
H (-2.376, -3.848, 3.597)
H (-2.761, -0.797, 3.655)
H (-3.718, -2.021, 2.913)
Br (-6.269, -0.186, -2.236)
C (-4.452, -0.231, -2.912)
C (-3.522, -0.459, -1.757)
Br (-1.689, -0.529, -2.372)
H (-4.233, 0.688, -3.448)
H (-4.411, -1.028, -3.652)
H (-3.726, -1.397, -1.248)
H (-3.642, 0.333, -1.021)
Br (-1.606, 1.707, 7.157)
C (-0.033, 0.702, 6.601)
C (0.056, 0.720, 5.092)
Br (1.788, 0.103, 4.559)
H (-0.170, -0.312, 6.965)
H (0.812, 1.170, 7.090)
H (-0.069, 1.731, 4.716)
H (-0.726, 0.078, 4.693)
Br (1.651, 2.639, 1.644)
C (1.150, 0.791, 1.236)
C (0.839, 0.622, -0.216)
Br (2.423, 0.902, -1.332)
H (0.368, 0.431, 1.897)
H (2.064, 0.274, 1.517)
H (0.033, 1.254, -0.570)
H (0.644, -0.420, -0.463)
Br (1.341, 3.037, -4.856)
C (-0.031, 4.344, -4.485)
C (-1.157, 3.781, -3.693)
Br (-2.172, 2.479, -4.715)
H (-0.374, 4.710, -5.447)
H (0.483, 5.143, -3.960)
H (-1.831, 4.604, -3.447)
H (-0.879, 3.285, -2.769)

## Properties
HOMO-LUMO gap (eV): 9.13
SMILES: CN(C)C=O.BrCCBr.BrCCBr.BrCCBr.BrCCBr.BrCCBr.BrCCBr.BrCCBr
LUMO level (eV): -0.073
Multiplicity: 1
Energy above the lowest of the compared OMol25 structures with the same formula, charge and spin (kcal/mol): 0.0
Largest force on an atom (eV/A): 1.35

Results of the natural (NBO) charge analysis, in e, for atoms 1 through 4: number 1, C, carries -0.41; number 2, N, carries -0.44; number 3, C, carries -0.42; number 4, C, carries 0.54

***

[4]
ORCA calculation (the ωB97M-V functional and the def2-TZVPD basis) on a structure of composition C6H12BBrCl5F6KLi3NO16PS4 at a distorted geometry.

Geometry (Å):
O (0.646, -3.677, 2.082)
P (0.466, -3.607, 0.597)
O (0.439, -5.130, -0.039)
O (1.803, -2.888, 0.104)
B (-1.045, -2.788, -0.074)
Br (-2.739, -3.740, 0.101)
H (0.815, -4.878, -0.904)
H (1.714, -2.484, -0.810)
H (-0.906, -1.714, -0.555)
Li (-0.314, -5.349, -2.032)
C (-3.711, 1.033, 1.622)
F (-4.100, -0.280, 1.831)
F (-4.717, 1.776, 1.998)
F (-2.672, 1.305, 2.480)
S (-3.214, 1.307, -0.142)
O (-4.397, 0.981, -0.878)
O (-2.086, 0.414, -0.334)
N (-2.887, 2.798, 0.029)
S (-2.382, 3.642, -1.247)
O (-3.396, 3.826, -2.240)
O (-1.078, 3.275, -1.703)
C (-2.184, 5.267, -0.394)
F (-1.306, 5.166, 0.585)
F (-3.354, 5.667, 0.106)
F (-1.765, 6.155, -1.294)
C (3.394, -1.884, -2.741)
O (2.007, -1.936, -2.405)
H (3.952, -2.115, -1.836)
H (3.642, -2.615, -3.514)
H (3.678, -0.889, -3.084)
H (1.489, -1.726, -3.187)
Li (2.653, -3.483, 2.267)
O (1.046, 4.385, 2.857)
S (1.383, 5.830, 2.677)
O (1.737, 6.083, 1.278)
O (2.519, 6.172, 3.545)
O (0.226, 6.659, 3.048)
Li (0.049, 3.032, 3.411)
K (-2.227, -0.853, 2.156)
O (-3.099, -0.156, 5.313)
S (-2.864, 1.249, 5.735)
O (-1.833, 1.838, 4.867)
O (-2.441, 1.292, 7.145)
O (-4.133, 1.993, 5.619)
C (-3.662, 2.440, -5.731)
Cl (-4.101, 1.654, -4.243)
Cl (-1.959, 2.171, -6.127)
Cl (-4.694, 1.914, -7.080)
H (-3.805, 3.504, -5.604)
Cl (7.515, -3.975, 0.772)
C (6.900, -5.286, -0.262)
C (5.517, -4.993, -0.774)
Cl (4.298, -5.024, 0.542)
H (6.924, -6.207, 0.314)
H (7.580, -5.381, -1.106)
H (5.213, -5.750, -1.493)
H (5.466, -4.018, -1.250)

## Properties
HOMO-LUMO gap (eV): 1.46
Charge: -1
LUMO level (eV): -2.689
Multiplicity: 1
Largest force on an atom (eV/A): 7.40

Results of the Löwdin charge analysis, in e, for atoms 1 through 4: number 1, O, carries -0.40; number 2, P, carries 0.32; number 3, O, carries -0.30; number 4, O, carries -0.25

***

[5]
ORCA calculation (the ωB97M-V functional and the def2-TZVPD basis) on the ion C6H11N with charge -1 at a distorted geometry.

Geometry (Å):
C (-2.558, 0.010, 1.731)
N (-0.900, -1.199, -0.478)
C (-0.538, 0.007, 0.178)
C (-1.232, 0.561, 1.269)
C (2.941, 0.521, -1.446)
C (1.654, -0.123, -1.005)
C (0.734, 0.521, -0.191)
H (-3.098, -0.490, 0.936)
H (-2.448, -0.701, 2.571)
H (-3.209, 0.758, 2.191)
H (-0.176, -1.924, -0.338)
H (-1.765, -1.589, -0.131)
H (-0.671, 1.119, 2.010)
H (3.752, -0.231, -1.481)
H (2.905, 0.939, -2.470)
H (3.311, 1.313, -0.790)
H (1.449, -1.064, -1.506)
H (1.071, 1.403, 0.339)

## Properties
HOMO-LUMO gap (alpha / beta) (eV): 3.90 / 6.39
Charge: -1
LUMO level (alpha / beta) (eV): 4.360 / 4.288
Multiplicity: 2
Energy above the lowest of the compared OMol25 structures with the same formula, charge and spin (kcal/mol): 3.3
Largest force on an atom (eV/A): 1.67

Results of the natural (NBO) charge analysis, in e, for atoms 1 through 4: number 1, C, carries -0.63; number 2, N, carries -0.86; number 3, C, carries 0.08; number 4, C, carries -0.46

***

[6]
ORCA calculation (the ωB97M-V functional and the def2-TZVPD basis) on a cluster of 2 separate species, C6H15N3 in total at a distorted geometry.

Geometry (Å):
C (-1.631, 1.819, 0.522)
C (-1.017, 1.699, -0.654)
C (0.419, 1.855, -0.896)
C (0.888, 1.883, -2.155)
N (1.247, 1.973, 0.213)
H (-1.101, 2.036, 1.438)
H (-2.708, 1.812, 0.592)
H (-1.617, 1.660, -1.556)
H (0.218, 1.962, -2.994)
H (1.942, 1.971, -2.366)
H (2.230, 1.854, 0.024)
H (0.955, 1.483, 1.044)
C (-0.271, -1.877, -0.830)
N (-0.688, -1.546, 0.532)
C (0.467, -1.384, 1.499)
N (0.431, -2.672, 2.131)
H (-1.143, -1.951, -1.477)
H (0.415, -1.133, -1.257)
H (0.255, -2.832, -0.801)
H (-1.258, -0.701, 0.511)
H (1.424, -1.169, 0.997)
H (0.158, -0.610, 2.212)
H (-0.655, -2.807, 1.629)
H (1.038, -3.325, 1.645)

## Properties
HOMO-LUMO gap (eV): 9.09
SMILES: C=CC(=C)N.CNCN
LUMO level (eV): 0.724
Multiplicity: 1
Energy above the lowest of the compared OMol25 structures with the same formula, charge and spin (kcal/mol): 67.3
Largest force on an atom (eV/A): 4.04

Results of the natural (NBO) charge analysis, in e, for atoms 1 through 4: number 1, C, carries -0.40; number 2, C, carries -0.22; number 3, C, carries 0.14; number 4, C, carries -0.48

***

Look up the multiplicity of the fifth one. 2